Record 1
{
  "formula": "C29H68NO2P",
  "method": "wB97M-V/def2-TZVPD",
  "elements": ["C", "C", "P", "C", "C", "O", "C", "N", "O", "H", "H", "H", "H", "H", "H", "H", "H", "H", "H", "H", "H", "C", "C", "C", "C", "C", "C", "H", "H", "H", "H", "H", "H", "H", "H", "H", "H", "H", "H", "H", "H", "C", "C", "C", "C", "C", "C", "H", "H", "H", "H", "H", "H", "H", "H", "H", "H", "H", "H", "H", "H", "C", "C", "C", "C", "C", "C", "H", "H", "H", "H", "H", "H", "H", "H", "H", "H", "H", "H", "H", "H", "C", "C", "C", "C", "C", "C", "H", "H", "H", "H", "H", "H", "H", "H", "H", "H", "H", "H", "H", "H"],
  "coordinates": [[0.4255, -1.7380, -0.3214], [-0.8060, -1.9372, -1.4085], [-2.3219, -0.8209, -1.0793], [-3.9715, -1.6379, -1.5981], [-4.8997, -1.7103, -0.2087], [-2.1059, 0.5569, -2.1337], [-1.1619, 1.5330, -1.5462], [-1.2020, 1.8390, -0.0583], [-0.2844, 2.1157, -2.3851], [0.4475, -2.7083, 0.3656], [0.2766, -0.8311, 0.4076], [1.4401, -1.5756, -0.9126], [-1.0331, -3.0837, -1.4655], [-0.3541, -1.5955, -2.4591], [-3.8840, -2.7453, -1.9698], [-4.6056, -0.9692, -2.3462], [-4.1384, -2.0670, 0.6375], [-5.7761, -2.4898, -0.3401], [-5.4053, -0.6770, 0.0429], [-2.2152, 1.8162, 0.1941], [-0.7567, 1.0890, 0.5171], [-5.6149, 4.8194, -6.1704], [-4.8299, 5.6258, -5.1452], [-3.4185, 5.0835, -4.9092], [-3.3536, 3.6631, -4.3348], [-4.0883, 3.4647, -3.0068], [-3.5156, 4.3047, -1.8758], [-5.7664, 3.7872, -5.8424], [-6.6024, 5.2660, -6.3245], [-5.0963, 4.8032, -7.1347], [-5.3893, 5.6719, -4.2057], [-4.7494, 6.6587, -5.5056], [-2.8854, 5.7714, -4.2427], [-2.8663, 5.0985, -5.8579], [-2.2985, 3.3919, -4.2023], [-3.7545, 2.9538, -5.0673], [-4.0175, 2.4077, -2.7254], [-5.1566, 3.6802, -3.1217], [-2.4601, 4.0672, -1.7109], [-4.0572, 4.1039, -0.9459], [-3.6007, 5.3750, -2.0834], [2.6651, 2.2159, 1.8479], [1.3028, 2.2526, 2.5261], [1.3608, 2.7864, 3.9592], [2.1945, 1.9465, 4.9343], [1.7624, 0.4841, 5.0666], [0.3531, 0.3248, 5.6154], [3.3561, 1.5444, 2.3654], [2.5638, 1.8571, 0.8186], [3.1126, 3.2148, 1.8159], [0.8519, 1.2557, 2.5020], [0.6419, 2.9028, 1.9398], [0.3372, 2.8793, 4.3405], [1.7680, 3.8057, 3.9450], [2.1524, 2.4214, 5.9228], [3.2477, 1.9755, 4.6338], [2.4588, -0.0238, 5.7437], [1.8429, -0.0300, 4.1023], [0.2655, 0.7884, 6.6028], [0.1059, -0.7367, 5.7165], [-0.3920, 0.7762, 4.9544], [4.4651, -3.5579, 5.4381], [3.1028, -3.5212, 6.1163], [3.1608, -2.9874, 7.5494], [3.9945, -3.8273, 8.5244], [3.5624, -5.2897, 8.6568], [2.1531, -5.4489, 9.2055], [5.1561, -4.2293, 5.9556], [4.3638, -3.9167, 4.4088], [4.9126, -2.5590, 5.4060], [2.6519, -4.5181, 6.0922], [2.4419, -2.8709, 5.5299], [2.1372, -2.8944, 7.9306], [3.5680, -1.9680, 7.5351], [3.9524, -3.3524, 9.5130], [5.0477, -3.7982, 8.2240], [4.2588, -5.7975, 9.3339], [3.6429, -5.8038, 7.6924], [2.0655, -4.9853, 10.1930], [1.9059, -6.5105, 9.3066], [1.4080, -4.9975, 8.5445], [1.1481, 0.9950, -5.1656], [0.6526, 0.3515, -6.4531], [0.1296, -1.0722, -6.2490], [1.1694, -2.0834, -5.7513], [2.4077, -2.2327, -6.6386], [2.0855, -2.7493, -8.0321], [1.9941, 0.4478, -4.7401], [1.4810, 2.0194, -5.3605], [0.3503, 1.0348, -4.4166], [1.4488, 0.3679, -7.2037], [-0.1618, 0.9663, -6.8558], [-0.3011, -1.4262, -7.1929], [-0.7010, -1.0487, -5.5318], [0.6812, -3.0614, -5.6535], [1.4924, -1.8085, -4.7411], [3.0968, -2.9363, -6.1574], [2.9450, -1.2805, -6.7134], [1.5931, -3.7253, -7.9809], [3.0059, -2.8644, -8.6134], [1.4336, -2.0616, -8.5780]],
  "forces_ev_per_a": [[-0.2, -0.3, 0.3], [1.6, -0.2, -1.6], [-0.2, 0.0, 0.9], [-1.9, -0.2, -0.1], [0.6, -0.4, -0.1], [2.1, 0.9, 1.9], [4.1, 1.8, -3.8], [-1.0, -0.9, -2.4], [-6.0, -3.8, 5.7], [0.3, 2.2, -1.5], [0.2, -1.7, -1.5], [-2.2, -0.5, 1.4], [0.1, 2.2, 0.0], [-1.1, -0.9, 2.0], [0.0, 2.2, 0.4], [1.7, -1.5, 1.2], [-2.1, 0.9, -1.5], [1.9, 1.5, 0.2], [1.3, -2.0, -0.4], [1.0, -0.1, -0.2], [-0.3, 0.7, -1.0], [-0.2, 0.0, 0.0], [0.2, 0.1, -0.2], [0.0, 0.1, 0.1], [0.0, -0.1, -0.1], [0.1, -0.1, -0.1], [-0.1, 0.0, 0.2], [0.0, 0.1, -0.1], [0.1, -0.1, -0.1], [0.0, 0.0, 0.1], [0.1, 0.0, 0.0], [0.0, -0.1, 0.1], [0.0, -0.1, 0.0], [-0.1, 0.0, 0.1], [-0.1, 0.0, 0.0], [0.0, 0.1, 0.0], [0.0, 0.1, -0.1], [0.1, 0.0, 0.0], [0.0, 0.1, 0.0], [0.1, 0.1, 0.0], [0.1, -0.1, 0.1], [0.0, -0.2, -0.2], [0.0, 0.4, 0.0], [-0.1, -0.1, 0.1], [0.1, 0.0, -0.1], [0.1, 0.1, 0.1], [-0.1, -0.2, 0.0], [0.0, 0.1, 0.0], [0.1, 0.1, 0.1], [0.0, -0.1, 0.0], [0.0, 0.0, 0.1], [0.0, -0.1, 0.1], [0.1, 0.0, 0.0], [0.0, -0.1, 0.0], [0.0, -0.1, -0.1], [-0.1, 0.0, 0.0], [0.0, 0.0, -0.1], [0.0, 0.1, 0.0], [0.0, 0.0, -0.1], [-0.1, 0.1, 0.0], [0.0, 0.0, 0.1], [0.0, -0.1, -0.2], [0.0, 0.2, 0.0], [-0.1, 0.0, 0.1], [0.1, 0.0, -0.1], [0.1, 0.1, 0.1], [-0.1, -0.2, 0.0], [0.0, 0.1, -0.1], [0.1, 0.1, 0.1], [0.0, -0.1, 0.0], [0.0, 0.0, 0.1], [0.0, -0.1, 0.1], [0.1, 0.0, 0.0], [0.0, -0.1, 0.0], [0.0, -0.1, -0.1], [-0.1, 0.0, 0.0], [0.0, 0.0, -0.1], [0.0, 0.1, 0.1], [0.0, 0.0, -0.1], [-0.1, 0.1, 0.0], [0.0, 0.0, 0.1], [0.0, 0.1, 0.0], [-0.1, 0.0, 0.1], [0.0, -0.1, -0.2], [0.0, 0.1, 0.1], [0.0, -0.1, 0.1], [0.1, 0.0, -0.2], [0.0, 0.0, 0.0], [0.0, -0.1, 0.1], [0.2, 0.0, -0.1], [0.0, -0.1, 0.0], [0.1, -0.1, 0.0], [0.0, 0.0, 0.1], [0.1, 0.0, 0.0], [0.1, 0.0, 0.0], [0.0, 0.0, 0.0], [0.0, 0.1, 0.0], [-0.1, -0.1, 0.1], [0.0, 0.1, 0.0], [-0.1, 0.0, 0.0], [0.0, -0.1, 0.0]],
  "smiles": "CCP(CC)OC(N)=O.CCCCCC.CCCCCC.CCCCCC.CCCCCC",
  "homo_lumo_gap_ha": 0.3396,
  "e_homo_ha": -0.3213
}

=====

Record 2
{
  "formula": "C29H71FMnN5O7",
  "method": "wB97M-V/def2-TZVPD",
  "elements": ["Mn", "F", "C", "C", "C", "C", "C", "C", "N", "O", "C", "C", "C", "H", "H", "H", "H", "H", "H", "H", "H", "H", "H", "H", "H", "H", "H", "H", "H", "H", "H", "H", "C", "O", "C", "C", "N", "C", "C", "O", "C", "H", "H", "H", "H", "H", "H", "H", "H", "H", "H", "H", "H", "H", "H", "H", "C", "O", "C", "C", "N", "C", "C", "O", "C", "H", "H", "H", "H", "H", "H", "H", "H", "H", "H", "H", "H", "H", "H", "H", "C", "C", "C", "O", "C", "N", "H", "H", "H", "H", "H", "H", "H", "H", "H", "H", "H", "C", "C", "C", "O", "C", "N", "H", "H", "H", "H", "H", "H", "H", "H", "H", "H", "H"],
  "coordinates": [[-20.3466, 18.6702, 25.0957], [-19.7992, 18.7435, 23.0999], [-19.3027, 23.6732, 21.0102], [-20.0005, 22.3538, 20.5200], [-20.5308, 22.5271, 19.0615], [-19.5342, 22.2314, 17.9033], [-18.8842, 20.8038, 18.1019], [-18.1805, 20.7099, 19.5356], [-19.1090, 21.2210, 20.6121], [-18.6845, 21.0706, 21.9064], [-17.6979, 19.2822, 19.8489], [-16.8411, 21.5175, 19.4633], [-21.2505, 21.9373, 21.3229], [-18.6250, 24.0448, 20.2416], [-18.6892, 23.5332, 21.9002], [-20.0718, 24.4247, 21.1884], [-21.4542, 21.9705, 18.9011], [-20.7314, 23.5753, 18.8399], [-18.7035, 22.9371, 17.9134], [-20.1376, 22.4123, 17.0137], [-18.0714, 20.6991, 17.3832], [-19.6329, 20.0116, 18.1143], [-18.4881, 18.5742, 20.0987], [-17.1986, 18.8866, 18.9645], [-16.9987, 19.2825, 20.6852], [-16.3128, 21.4440, 18.5128], [-17.0106, 22.5941, 19.4814], [-16.1177, 21.3406, 20.2593], [-22.0748, 22.6433, 21.2211], [-21.0594, 21.8743, 22.3942], [-21.6676, 20.9694, 21.0450], [-19.1519, 20.3127, 22.2654], [-19.1097, 12.8614, 23.6512], [-19.1694, 14.1890, 24.2298], [-19.8868, 14.2667, 25.4663], [-20.0424, 15.7097, 25.8700], [-20.7038, 16.5496, 24.8296], [-22.1406, 16.2414, 24.7467], [-22.9258, 17.3211, 23.9808], [-22.4782, 18.6681, 24.2471], [-23.1156, 19.6196, 23.3985], [-18.4404, 12.3168, 24.3173], [-18.8234, 13.0120, 22.6104], [-20.0866, 12.3964, 23.7834], [-19.2660, 13.7742, 26.2147], [-20.8136, 13.7014, 25.3678], [-19.0626, 16.1295, 26.0978], [-20.6121, 15.8526, 26.7883], [-20.3176, 16.1863, 23.9700], [-22.6014, 16.0609, 25.7179], [-22.1324, 15.2662, 24.2598], [-24.0037, 17.1598, 23.9902], [-22.7467, 17.2229, 22.9101], [-22.6560, 19.5806, 22.4108], [-23.0766, 20.6610, 23.7179], [-24.1635, 19.3326, 23.3116], [-14.3917, 18.6175, 26.3152], [-15.7401, 18.2877, 26.4908], [-16.4896, 19.1890, 27.2788], [-17.9514, 18.8467, 27.0454], [-18.2675, 18.9546, 25.6341], [-17.9149, 20.2903, 25.0244], [-18.9559, 21.3216, 25.3778], [-20.2716, 20.7971, 25.2521], [-21.3104, 21.6803, 25.6522], [-14.2787, 19.4338, 25.6018], [-13.9570, 17.7142, 25.8872], [-13.8388, 18.8075, 27.2352], [-16.2277, 20.2173, 27.0298], [-16.2975, 18.9456, 28.3238], [-18.5429, 19.5552, 27.6254], [-18.2066, 17.8870, 27.4947], [-17.6273, 18.3347, 25.1586], [-17.9597, 20.2185, 23.9377], [-16.8534, 20.5135, 25.1317], [-18.8541, 22.0992, 24.6208], [-18.7585, 21.8290, 26.3221], [-22.2558, 21.1380, 25.6438], [-21.3172, 22.4855, 24.9175], [-21.2193, 22.1304, 26.6407], [-20.6436, 14.2649, 20.3643], [-20.3016, 15.7229, 20.5416], [-21.3588, 16.5813, 19.8712], [-21.1696, 16.4959, 18.4426], [-22.1277, 17.1642, 17.5918], [-20.1888, 15.9869, 21.9835], [-21.1920, 14.1203, 19.4335], [-21.3236, 13.8190, 21.0901], [-19.7085, 13.7094, 20.4363], [-19.3309, 15.7900, 20.0502], [-21.2439, 17.6254, 20.1624], [-22.3917, 16.2620, 20.0093], [-22.0027, 17.0206, 16.5186], [-22.1366, 18.2301, 17.8195], [-23.0815, 16.6770, 17.7944], [-20.0422, 16.9720, 22.1513], [-19.4190, 15.4743, 22.3894], [-16.8757, 15.6714, 21.9642], [-16.2070, 16.4316, 23.1607], [-15.1998, 17.6057, 22.9420], [-13.9366, 17.1104, 22.4830], [-12.8720, 18.0710, 22.6440], [-17.3462, 16.9236, 23.8845], [-17.4426, 16.3328, 21.3089], [-17.5141, 14.8310, 22.2366], [-16.1084, 15.3320, 21.2683], [-15.7624, 15.6522, 23.7795], [-15.0559, 18.0198, 23.9400], [-15.6501, 18.4286, 22.3869], [-12.1616, 17.6758, 21.9180], [-12.5428, 17.8764, 23.6647], [-13.1348, 19.1174, 22.4886], [-17.8568, 16.1045, 24.1820], [-17.9757, 17.3593, 23.2257]],
  "forces_ev_per_a": [[0.3, -0.2, -2.2], [-0.1, 0.1, 0.6], [-0.7, -0.6, -0.3], [-0.3, 0.2, -0.8], [1.4, 0.5, -0.6], [0.1, -1.5, 1.6], [-0.1, 1.3, 1.6], [0.8, 1.2, 0.2], [-0.3, -1.5, -2.6], [1.4, 0.3, 1.0], [-0.7, -0.1, -0.1], [-0.2, 1.3, -0.3], [-0.3, 0.7, 0.9], [-0.1, 0.0, -0.2], [-0.3, -0.2, 0.1], [0.1, 0.2, 0.1], [0.1, -0.2, 0.1], [-0.6, 0.2, 0.7], [-0.1, 0.2, 0.0], [0.5, -0.5, -0.4], [-0.3, -0.6, -0.2], [0.0, -0.1, -0.6], [-0.4, 0.1, 0.0], [0.2, 0.0, 0.0], [0.0, 0.1, -0.1], [0.0, -0.7, -0.1], [-0.4, 0.2, 0.3], [-0.2, -0.4, 0.1], [0.0, 0.3, -0.2], [0.3, 0.0, 0.2], [0.5, -0.1, -0.4], [-0.4, -0.8, 0.1], [-0.4, 1.1, 1.6], [-0.5, 0.6, -0.1], [0.9, -0.8, -0.4], [-0.3, 0.7, 0.0], [0.1, -0.1, 1.7], [-0.2, 0.0, -0.2], [0.8, -0.4, -1.9], [-0.2, -0.2, 1.7], [-0.4, -0.4, -0.9], [0.5, -0.4, -0.7], [0.1, -0.5, 0.3], [-0.2, -0.1, -0.6], [-0.2, -0.2, 0.4], [-0.3, 0.1, 0.1], [0.2, 0.0, -0.3], [-0.1, -0.5, 0.1], [0.0, 0.4, -0.7], [0.3, 0.3, 0.3], [-1.0, 0.1, -0.5], [-0.2, 0.4, 1.0], [0.5, -0.4, -0.2], [0.0, -0.1, -0.1], [0.3, -0.4, 0.6], [-0.1, 0.2, -0.1], [0.4, -0.7, -0.3], [-0.6, 0.1, 0.1], [0.1, -1.3, 0.5], [0.5, 1.4, 0.6], [-0.3, 1.1, -0.3], [-0.7, -1.3, -0.6], [1.1, 1.6, -0.5], [0.1, -0.7, 1.2], [-0.4, 0.6, -0.5], [0.1, 0.3, 0.1], [0.2, 0.1, -0.1], [-0.2, 0.3, 0.2], [-0.1, 0.1, 0.3], [0.3, 0.6, 0.3], [-0.2, 0.3, 0.0], [0.2, -0.3, -0.5], [0.1, -1.2, -0.6], [-0.3, -0.7, 0.0], [-0.2, 0.6, 0.8], [0.0, 0.3, -0.1], [-0.5, -0.3, 0.5], [0.2, 0.0, -0.2], [-0.3, 0.2, 0.0], [0.6, -0.3, 0.2], [-0.4, -0.8, -0.1], [-0.5, -1.1, 0.6], [0.0, 0.8, -1.8], [0.8, 0.0, -0.8], [-0.2, -0.7, 1.5], [-0.8, 0.4, -0.4], [0.7, -0.2, -0.4], [0.0, 0.5, 0.5], [-0.2, -0.4, -0.5], [0.0, 0.9, -0.4], [-0.1, 0.3, 0.3], [-0.1, -0.2, 0.9], [1.0, -0.2, 0.2], [-0.2, 0.1, 0.0], [-0.5, 0.4, 0.1], [0.3, 0.5, 0.0], [0.1, -0.1, -0.2], [2.1, 0.7, -1.3], [-0.6, -0.9, -1.2], [0.1, -1.6, 0.8], [-1.5, 1.1, -0.5], [-0.4, -1.9, 0.1], [-0.5, 0.8, 1.2], [-0.3, 0.4, 0.3], [0.3, 0.1, 0.4], [0.2, -0.5, 0.1], [0.5, 0.2, 0.1], [-0.1, 0.0, 0.2], [0.1, -0.1, -0.8], [0.4, 0.7, 0.2], [0.6, 0.6, 0.1], [-0.2, -0.1, -0.2], [-0.1, -0.2, 0.3], [-0.3, 0.5, -0.2]],
  "s_squared": 8.7537,
  "spin_multiplicity": 6,
  "homo_lumo_gap_ha": [0.2627, 0.2422],
  "e_homo_ha": [-0.3502, -0.3502],
  "total_charge": 1
}